1.
The following is a quantum chemistry calculation of C18H20BF2FeN4O2S as an isolated structure, from the OMol25 dataset.

Results
Spin multiplicity: 6
Orbital gap (alpha / beta), hartree: 0.310 / 0.275

XYZ file:
```
49
Properties=species:S:1:pos:R:3:forces:R:3:mulliken_charge:R:1
Fe -0.264637 -0.428668 -0.514054 -0.115 0.029 -0.162 0.54
S 0.134550 -2.821694 0.197204 0.096 0.033 -0.035 -0.43
F 3.113822 -0.212907 -2.763726 0.059 0.042 0.005 -0.31
F 1.025918 -1.146719 -2.466488 0.017 0.027 0.036 -0.42
O -1.229833 -0.119039 1.160845 -0.071 0.307 0.084 -0.84
O 1.924306 0.096779 -0.683814 0.099 -0.134 -0.097 -0.96
N -2.137334 -0.525340 -1.452473 -0.002 -0.299 -0.154 0.07
N 2.559937 -2.689931 1.233947 -0.133 -0.064 0.008 -0.10
N 1.019091 -1.252873 2.156240 0.393 -0.261 0.031 -0.21
N -0.198031 1.137109 -2.122591 0.074 -0.054 -0.123 -0.33
C 3.658983 -2.188705 2.028172 0.020 0.049 0.006 -1.01
C -3.242263 -0.814728 -0.886828 0.071 0.182 0.038 0.06
C 2.712103 4.122012 -0.335099 0.028 -0.029 0.012 -0.58
C -2.028487 -0.286167 -2.879594 -0.031 0.149 0.031 -0.78
C 2.073815 3.599958 -1.460181 -0.046 0.004 0.025 -0.94
C -2.737672 -0.696170 2.855071 0.009 -0.004 -0.086 -0.54
C 2.840321 1.917620 0.656005 -0.029 0.062 -0.025 -0.71
C 1.817592 2.246689 -1.517775 0.090 -0.037 -0.031 -0.03
C 1.311531 -2.216278 1.272590 0.142 0.163 0.046 0.41
C 1.115387 1.420328 -2.575320 -0.099 0.128 0.136 -0.15
C -4.951073 -1.512754 2.339510 0.056 0.015 -0.031 -0.78
C 2.214420 1.423464 -0.466927 -0.115 -0.072 0.042 1.03
C 3.082596 3.289186 0.709988 -0.021 0.022 -0.002 -0.61
C -2.410814 -0.575568 1.488021 -0.249 -0.055 0.019 0.79
C -3.413332 -0.940257 0.547884 0.008 -0.032 -0.075 0.30
C -1.288847 1.060314 -3.058273 0.016 -0.089 0.063 -0.68
C -3.964785 -1.158176 3.264986 -0.074 -0.025 0.050 -0.47
C -4.663485 -1.388971 1.001108 0.024 -0.004 0.059 -0.68
B 1.876208 -0.046893 -2.214969 -0.117 -0.162 -0.041 1.23
H -1.988564 1.866063 -2.800908 -0.009 0.007 -0.028 0.33
H 3.572541 3.706771 1.579685 0.014 0.012 0.006 0.41
H -3.003362 -0.260100 -3.379269 0.015 0.012 0.044 0.43
H -0.972981 1.205515 -4.096412 0.007 -0.053 0.024 0.42
H 2.743006 -3.333871 0.483269 -0.003 0.001 -0.002 0.25
H -4.170737 -1.241266 4.325331 -0.002 -0.002 -0.001 0.38
H 2.920216 5.181539 -0.276812 0.000 0.019 0.002 0.39
H 3.944729 -1.176351 1.726092 -0.012 -0.017 0.015 0.29
H 1.775565 4.249535 -2.273446 0.004 0.014 -0.015 0.46
H -5.915971 -1.869847 2.668024 -0.026 -0.006 0.014 0.39
H 1.198504 1.790104 -3.600213 -0.028 0.025 0.028 0.84
H 0.101753 -0.816503 2.073210 -0.161 0.110 0.012 0.18
H 3.401541 -2.196018 3.088896 0.014 0.000 -0.004 0.36
H 3.142557 1.260572 1.460054 0.023 -0.025 0.013 0.20
H -1.429271 -1.086412 -3.317946 0.025 0.024 -0.011 0.25
H -1.984110 -0.407821 3.576211 0.017 0.008 0.026 0.40
H 4.516267 -2.840669 1.886183 0.003 0.008 0.003 0.36
H -4.143213 -0.948865 -1.497339 0.016 0.035 0.027 0.23
H -5.412918 -1.644991 0.260924 -0.022 -0.009 -0.014 0.32
H 1.754470 -0.728996 2.600998 0.024 -0.053 0.033 0.22
```
Positions in Å, forces in eV/Å.

=====

2.
The following is a quantum chemistry calculation of C3H7Cl4Hg2O as an isolated structure, from the OMol25 dataset.

Results
Total charge: +3
Orbital gap, hartree: 0.079

XYZ file:
```
17
Properties=species:S:1:pos:R:3:forces:R:3:mulliken_charge:R:1
Hg -22.256218 -5.144287 -7.718368 0.664 -0.745 -0.207 1.01
Hg -20.838507 -6.672321 -10.968436 0.329 -0.217 1.001 1.04
Cl -16.442484 -5.873805 -9.311311 0.756 0.094 0.651 -0.04
Cl -15.608097 -5.494775 -3.920087 -1.047 0.009 -0.072 0.08
Cl -17.706078 -3.678509 -4.828297 -0.034 -0.005 -0.270 0.08
Cl -15.366973 -4.026519 -7.247888 0.280 -0.990 -0.180 0.12
O -20.645194 -6.685385 -8.558778 -1.811 1.540 -1.237 -0.58
C -17.359519 -5.246738 -4.147694 1.292 0.181 -0.130 -0.17
C -15.303624 -5.667108 -7.940489 -1.164 0.144 -0.093 -0.15
C -19.587722 -7.185002 -7.759950 0.041 -1.030 -0.156 0.13
H -18.681999 -7.271260 -8.360211 0.235 0.457 0.173 0.01
H -17.833081 -5.247939 -3.165937 -0.051 -0.084 0.448 0.41
H -19.860067 -8.208781 -7.503457 -0.006 -0.010 0.427 0.35
H -14.324242 -6.051105 -8.225904 0.426 0.712 -0.310 0.40
H -17.797336 -6.044059 -4.748266 0.132 -0.014 -0.005 0.17
H -15.591774 -6.353329 -7.144146 -0.306 -0.001 0.108 0.20
H -19.462397 -6.553756 -6.880218 0.264 -0.042 -0.148 -0.07
```
Positions in Å, forces in eV/Å.

=====

3.
The following is a quantum chemistry calculation of C21H25F6Si as an isolated structure, from the OMol25 dataset.

Results
Total charge: +1
Orbital gap, hartree: 0.242

XYZ file:
```
53
Properties=species:S:1:pos:R:3:forces:R:3:mulliken_charge:R:1
Si -0.050462 -0.020466 -0.832159 -0.884 0.296 -2.284 0.25
F 6.875712 2.026325 0.343192 -0.690 0.313 1.201 -0.25
F 0.558001 -6.896128 1.826484 -0.376 0.753 1.102 -0.26
F 5.803860 3.804187 1.040771 0.340 -0.979 0.465 -0.26
F -1.351640 -6.296704 2.714375 1.114 0.154 0.313 -0.26
F 0.370822 -6.724005 4.009771 -0.160 0.083 -0.363 -0.22
F 6.992998 2.619442 2.457069 -0.162 0.002 -0.367 -0.22
C -1.633241 0.963912 -1.093689 -0.726 0.601 1.299 -0.77
C 0.001465 -6.167089 2.852022 -0.393 -0.337 -0.968 0.80
C 6.170959 2.538009 1.406345 -0.124 0.548 -0.993 0.79
C -0.451887 -3.717047 3.145628 -0.079 1.156 0.686 -0.79
C 4.937616 1.693725 1.730066 2.344 -1.852 -1.395 0.39
C 2.680661 1.488857 2.396815 -1.712 -1.741 -0.589 -0.77
C 0.428628 -4.697426 2.781436 0.152 -1.420 -0.561 0.44
C -3.511473 1.996760 -2.569107 0.754 -0.597 -1.012 -0.87
C 2.646468 0.079369 2.096845 0.445 1.850 -0.824 0.90
C -5.911435 3.207100 -5.414127 -0.182 0.024 -0.808 -1.21
C 3.897825 -0.474001 1.792714 0.857 -1.011 -1.041 -0.05
C -2.186591 1.154769 -2.527282 -0.157 0.005 -0.825 -0.67
C -4.081084 2.196492 -4.014900 0.841 -0.457 0.708 -0.70
C -0.061523 -2.384542 3.038951 0.049 0.610 -0.828 -0.80
C 3.785651 2.251274 2.148079 -0.910 2.312 1.202 -0.64
C 5.037660 0.290307 1.540868 -1.627 1.590 1.215 -1.31
C 1.168835 -1.989284 2.436107 -0.987 -1.716 -0.585 0.89
C 1.324264 -0.594713 1.972151 -0.842 1.712 4.599 0.51
C 1.700066 -4.392008 2.311506 -0.184 0.721 0.640 -1.24
C -5.371695 3.019770 -4.027768 0.508 -0.147 1.560 -0.30
C 2.069707 -3.056867 2.195178 0.406 -0.056 -0.877 -0.04
H -0.758532 -1.602753 3.341445 0.030 -0.173 -0.141 0.37
H -5.140890 4.005992 -3.535215 -0.374 -0.773 -0.469 0.29
H 0.594841 0.042983 2.679677 1.227 -1.196 -1.971 0.49
H 0.908600 0.665806 -1.737413 0.650 -0.122 0.863 -0.05
H -5.180698 3.747741 -6.060857 -0.539 -0.402 0.394 0.30
H 5.957441 -0.142172 1.240578 0.592 -0.434 -0.197 0.50
H -6.828541 3.800193 -5.352245 0.078 -0.084 -0.300 0.37
H 2.387132 -5.183948 2.061434 0.117 -0.002 -0.054 0.46
H 3.730074 3.347154 2.324285 0.084 -0.916 -0.156 0.40
H -3.317484 2.956437 -2.133683 0.080 0.680 0.345 0.39
H -2.439618 0.504428 -0.511376 0.062 0.046 0.125 0.40
H 4.051163 -1.548443 1.644577 -0.285 0.728 -0.048 0.15
H -1.464158 1.651152 -3.178506 0.172 0.046 0.124 0.41
H -4.253602 1.193031 -4.448574 0.013 0.421 0.019 0.33
H -6.152872 2.226419 -5.887937 0.172 0.711 0.268 0.30
H 1.751436 1.948600 2.746367 0.319 0.016 -0.210 0.37
H -6.110021 2.489429 -3.362839 0.488 0.576 -0.623 0.29
H -4.247499 1.501268 -1.968288 -0.542 -0.293 0.456 0.39
H -1.431276 -3.953694 3.540361 0.058 -0.051 -0.023 0.47
H -2.392174 0.198935 -3.013647 0.044 -0.153 0.147 0.41
H -1.502090 1.969166 -0.678534 0.002 -0.052 0.141 0.40
H -3.296441 2.690854 -4.618773 -0.371 -0.179 0.087 0.33
H -0.351219 -1.303890 -1.519404 0.467 -0.396 0.888 -0.05
H 3.080006 -2.893711 1.819914 -0.631 -0.023 0.041 0.22
H 0.566258 -0.230999 0.851314 0.476 -0.392 -0.376 -0.30
```
Positions in Å, forces in eV/Å.

=====

4.
The following is a quantum chemistry calculation of a 2-piece molecular cluster, C6H15NO overall, from the OMol25 dataset.

Results
Orbital gap, hartree: 0.342

XYZ file:
```
23
Properties=species:S:1:pos:R:3:forces:R:3:mulliken_charge:R:1
O 0.331884 -1.274051 0.940596 -1.636 -0.107 1.656 -0.47
N -0.022633 1.139095 -2.198999 0.312 0.773 0.905 -0.50
C 0.350475 -0.427850 2.072651 0.825 -1.049 -0.820 0.89
C 1.318951 0.483926 2.106776 0.065 0.234 0.621 -1.00
C -0.633556 -0.689283 3.204671 -0.334 2.027 -0.355 -1.28
C -0.585467 -0.156510 -1.803850 1.675 0.452 1.199 0.16
C -1.524817 -0.646952 -2.809974 -1.615 -0.191 -1.357 -1.30
C 1.066986 1.573639 -1.247212 -0.967 -0.500 -1.032 -0.75
H -0.461696 -1.850420 1.066033 1.019 0.548 -0.443 0.30
H -1.031341 -1.678361 3.328776 0.206 -0.677 -0.218 0.41
H 1.841359 0.797636 -1.315272 -0.076 0.287 0.236 0.28
H 0.277888 -0.843009 -1.748018 -0.301 0.145 0.146 0.21
H 2.058920 0.638561 1.317838 -0.485 -0.260 0.223 0.34
H -0.769376 1.847760 -2.159056 0.429 -0.435 -0.096 0.26
H 0.714108 1.670229 -0.203658 0.204 0.000 -0.402 0.22
H -1.964912 -1.626312 -2.586554 -0.153 0.354 0.261 0.35
H 1.431455 1.078954 3.012154 -0.059 -0.043 -0.273 0.23
H -0.996977 -0.112755 -0.773372 -0.072 -0.110 -0.466 0.09
H 1.478299 2.517217 -1.621321 -0.052 -0.145 0.239 0.35
H -1.519638 -0.009452 3.092028 0.615 -0.577 -0.041 0.27
H -0.154575 -0.364629 4.131621 -0.082 -0.236 -0.043 0.31
H -2.299766 0.106268 -3.040406 -0.115 -0.427 0.424 0.28
H -1.055827 -0.774769 -3.770935 0.594 -0.063 -0.365 0.34
```
Positions in Å, forces in eV/Å.

=====

no.,strongest force on any atom (eV/A),E_tot (eV)
1,0.5,-80385.1822
2,2.7,-63670.6516
3,5.0,-46356.0288
4,2.3,-10001.4576